Record 1
Below is a cluster of 3 separate species, C4H15NO2 in total, with properties calculated with ωB97M-V with the def2-TZVPD basis set.

Its spin multiplicity is 1. For the HOMO energy, the calculation gives -9.918 eV. Its energy above the lowest of the compared OMol25 structures with the same formula, charge and spin is 7.4 kcal per mole. For the calculated total energy, the calculation gives -9976.7649 eV. Its frontier orbital gap is 10.843 eV. The value obtained for the maximum force is 1.3 eV/Å. The LUMO energy is 0.9 eV.

Geometry (Å):
1 O -0.54281 -2.79742 0.45602
2 O 1.29054 -2.58120 -1.98245
3 N -0.60123 -0.24367 -0.78263
4 C 1.39267 1.27808 -0.94338
5 C -0.32650 1.60388 0.79370
6 C -1.27647 1.11093 1.89728
7 C 0.39725 0.55667 -0.03675
8 H 2.28424 1.69077 -0.47430
9 H 0.87863 2.08812 -1.47799
10 H -0.97905 -1.96748 0.17940
11 H 0.91236 -0.14395 0.63293
12 H 1.65663 0.63030 -1.78805
13 H -1.13779 -3.21124 1.07773
14 H -1.23729 0.43362 -1.20352
15 H -1.58755 1.89164 2.59538
16 H -0.13221 -0.71521 -1.55375
17 H -0.95242 0.30270 2.55763
18 H 0.75206 -2.99104 -1.29349
19 H -2.20561 0.76977 1.42624
20 H -0.96742 2.18367 0.12001
21 H 1.97661 -2.15615 -1.45942
22 H 0.40537 2.26723 1.25942

---

Record 2
Below is a cluster of 3 separate species, C4H15NO3 in total, with properties calculated with ωB97M-V with the def2-TZVPD basis set.

Its spin multiplicity is 2. For the HOMO energy (alpha / beta), the calculation gives 1.152 / -6.357 eV. As for the expectation value of S²: 0.7503. Its energy above the lowest of the compared OMol25 structures with the same formula, charge and spin is 23.7 kcal per mole. For the calculated total energy, the calculation gives -12022.2604 eV. Its frontier orbital gap (alpha / beta) is 2.105 / 9.764 eV. As for the total charge: -1. The value obtained for the maximum force is 1.1 eV/Å. The LUMO energy (alpha / beta) is 3.3 / 3.4 eV.

Geometry (Å):
1 O 0.26892 0.35875 0.73318
2 O 0.11351 0.38224 3.80517
3 O -4.56950 -0.98176 5.19113
4 N 2.74861 1.05243 -2.91222
5 C 2.33228 0.07387 -1.92962
6 C -0.23975 0.18924 -1.65502
7 C 0.96392 -0.59876 -2.21661
8 C -0.65176 -0.15360 -0.24559
9 H 0.87354 -0.70716 -3.29259
10 H -0.77244 -1.23938 -0.12081
11 H -1.09372 0.08584 -2.32907
12 H 0.02729 1.24641 -1.70818
13 H 3.07409 -0.72061 -1.94807
14 H -0.81298 0.59711 3.96519
15 H 2.89181 0.68521 -3.83647
16 H -4.94770 -0.14993 5.51229
17 H 0.21749 0.41345 2.84318
18 H 2.28026 0.53741 -0.95142
19 H 0.98127 -1.58005 -1.73125
20 H -5.30821 -1.39810 4.73029
21 H 2.36154 1.97864 -2.87581
22 H -1.61243 0.28744 -0.00729
23 H 0.87394 -0.35869 0.97960

---

Record 3
Below is a cluster of 3 separate species, C4H15NO3 in total, with properties calculated with ωB97M-V with the def2-TZVPD basis set.

Its spin multiplicity is 1. For the HOMO energy, the calculation gives -8.855 eV. Its energy above the lowest of the compared OMol25 structures with the same formula, charge and spin is 57.0 kcal per mole. For the calculated total energy, the calculation gives -12021.7469 eV. Its frontier orbital gap is 9.308 eV. The value obtained for the maximum force is 5.0 eV/Å. The LUMO energy is 0.5 eV.

Geometry (Å):
1 O -1.49354 -0.09092 -1.59925
2 O 1.55745 2.44872 1.97817
3 O 0.20201 4.13499 -2.38238
4 N -0.10268 -0.48645 0.44161
5 C 0.48307 -1.87163 0.66024
6 C 0.66706 -2.85290 -0.58239
7 C -1.40559 -0.27799 -0.18828
8 C -0.15071 -2.41278 2.00322
9 H 0.55635 0.26037 0.39606
10 H 0.63775 4.04290 -3.15590
11 H -2.04178 0.50442 0.32979
12 H 0.12656 5.02344 -2.16321
13 H 0.45711 -2.06045 2.83247
14 H -0.13742 -3.50621 2.14340
15 H -1.19786 -1.94106 2.19051
16 H 1.68945 -3.01532 -0.80427
17 H 1.65365 -1.65632 0.88460
18 H 1.55857 2.70632 1.01715
19 H -1.95702 -1.29239 -0.13789
20 H -1.10972 0.80550 -1.93094
21 H 0.65339 2.04384 2.07614
22 H 0.22553 -2.27871 -1.49520
23 H -0.08617 -3.68163 -0.60297

---

Record 4
Below is a cluster of 3 separate species, C4H15NO3 in total, with properties calculated with ωB97M-V with the def2-TZVPD basis set.

Its spin multiplicity is 1. For the HOMO energy, the calculation gives -9.218 eV. Its energy above the lowest of the compared OMol25 structures with the same formula, charge and spin is 59.4 kcal per mole. For the calculated total energy, the calculation gives -12021.6430 eV. Its frontier orbital gap is 9.819 eV. The value obtained for the maximum force is 5.2 eV/Å. The LUMO energy is 0.6 eV.

Geometry (Å):
1 O -0.42134 -4.55224 2.17295
2 O -1.65775 -1.01774 -1.12312
3 O 2.95826 -0.16447 2.42807
4 N 0.27619 0.42940 -0.35162
5 C -0.39196 -0.33892 -1.44496
6 C -0.19435 1.85518 -0.37872
7 C -1.58685 2.15427 -0.87092
8 C 0.84424 2.60981 -1.30584
9 H 0.41193 -1.07681 -1.49361
10 H -0.66937 -5.44052 2.01518
11 H -2.47790 1.62908 -0.21594
12 H 1.77764 2.32085 -0.86345
13 H 2.75138 0.42322 1.68398
14 H 0.12565 0.09017 0.62306
15 H -0.74323 0.26941 -2.19186
16 H -1.91567 1.51024 -1.70428
17 H -0.01876 2.18357 0.65192
18 H -1.17391 -4.22195 2.60945
19 H 0.63962 3.71464 -1.24610
20 H -1.73822 3.11549 -1.27491
21 H 0.84457 2.41882 -2.35832
22 H 2.46092 0.12350 3.21117
23 H -1.26784 -1.87196 -0.80541

---

Record 5
Below is a cluster of 4 separate species, C4H15NO3 in total, with properties calculated with ωB97M-V with the def2-TZVPD basis set.

Its spin multiplicity is 1. For the HOMO energy, the calculation gives -8.734 eV. Its energy above the lowest of the compared OMol25 structures with the same formula, charge and spin is 65.1 kcal per mole. For the calculated total energy, the calculation gives -12021.3940 eV. Its frontier orbital gap is 9.282 eV. The value obtained for the maximum force is 5.3 eV/Å. The LUMO energy is 0.5 eV.

Geometry (Å):
1 O -0.72718 2.67211 -1.42729
2 O 1.82316 -1.55459 -0.73965
3 O -0.76074 -1.00088 -2.37914
4 N -2.25738 -0.73069 1.64080
5 C -0.23196 -0.11215 0.38927
6 C -1.16188 -1.22039 0.73740
7 C 1.76701 1.25035 1.03766
8 C 0.75271 0.18564 1.28511
9 H -3.15891 -0.87688 1.33322
10 H -0.76263 1.79871 -1.59798
11 H 2.30168 1.53338 2.00792
12 H -0.66257 -2.15923 1.32403
13 H -1.56553 -1.58581 -0.29886
14 H 1.21335 2.23631 0.73357
15 H -1.56917 3.05324 -1.74252
16 H 1.99481 -1.50671 0.17966
17 H -0.46601 0.53619 -0.38660
18 H -2.19003 0.33212 1.76157
19 H 2.52417 1.03694 0.35529
20 H 2.57136 -1.09807 -1.13680
21 H -0.38764 -1.24748 -3.19704
22 H 0.89391 -0.35820 2.11256
23 H 0.05948 -1.18390 -1.99218

---

Record 6
Below is a cluster of 3 separate species, C4H15NO3 in total, with properties calculated with ωB97M-V with the def2-TZVPD basis set.

Its spin multiplicity is 1. For the HOMO energy, the calculation gives -9.154 eV. Its energy above the lowest of the compared OMol25 structures with the same formula, charge and spin is 32.3 kcal per mole. For the calculated total energy, the calculation gives -12022.8170 eV. Its frontier orbital gap is 9.862 eV. The value obtained for the maximum force is 2.6 eV/Å. The LUMO energy is 0.7 eV.

Geometry (Å):
1 O -0.43977 -2.46390 0.23256
2 O 0.42507 -1.65823 2.87064
3 O -0.83941 -0.02921 0.46719
4 N 0.96262 1.57917 -2.49254
5 C -0.52768 0.95043 -0.49653
6 C -2.03862 0.30825 1.14387
7 C 0.69706 0.60987 -1.42925
8 C 2.00200 0.37523 -0.65769
9 H 0.03433 -2.31674 3.44502
10 H -1.27094 -2.85329 0.50417
11 H 2.61682 -0.31537 -1.23489
12 H -0.04360 -1.75443 2.04159
13 H -2.38759 -0.49807 1.78899
14 H 1.76627 1.35637 -3.06228
15 H -0.63363 -1.53224 0.12926
16 H 1.73022 -0.19095 0.23320
17 H 0.54044 -0.30376 -2.00271
18 H -1.83601 1.09856 1.86668
19 H -1.30943 1.24124 -1.19824
20 H -2.80724 0.68845 0.47099
21 H 2.55715 1.28394 -0.42501
22 H 1.12732 2.53659 -2.21628
23 H -0.32537 1.88806 0.02117

---

Copy entry 3 word for word.
Below is a cluster of 3 separate species, C4H15NO3 in total, with properties calculated with ωB97M-V with the def2-TZVPD basis set.

Its spin multiplicity is 1. For the HOMO energy, the calculation gives -8.855 eV. Its energy above the lowest of the compared OMol25 structures with the same formula, charge and spin is 57.0 kcal per mole. For the calculated total energy, the calculation gives -12021.7469 eV. Its frontier orbital gap is 9.308 eV. The value obtained for the maximum force is 5.0 eV/Å. The LUMO energy is 0.5 eV.

Geometry (Å):
1 O -1.49354 -0.09092 -1.59925
2 O 1.55745 2.44872 1.97817
3 O 0.20201 4.13499 -2.38238
4 N -0.10268 -0.48645 0.44161
5 C 0.48307 -1.87163 0.66024
6 C 0.66706 -2.85290 -0.58239
7 C -1.40559 -0.27799 -0.18828
8 C -0.15071 -2.41278 2.00322
9 H 0.55635 0.26037 0.39606
10 H 0.63775 4.04290 -3.15590
11 H -2.04178 0.50442 0.32979
12 H 0.12656 5.02344 -2.16321
13 H 0.45711 -2.06045 2.83247
14 H -0.13742 -3.50621 2.14340
15 H -1.19786 -1.94106 2.19051
16 H 1.68945 -3.01532 -0.80427
17 H 1.65365 -1.65632 0.88460
18 H 1.55857 2.70632 1.01715
19 H -1.95702 -1.29239 -0.13789
20 H -1.10972 0.80550 -1.93094
21 H 0.65339 2.04384 2.07614
22 H 0.22553 -2.27871 -1.49520
23 H -0.08617 -3.68163 -0.60297